Entry from OMol25: a molecular structure, C44H36F12N2O3PPt (ωB97M-V with the def2-TZVPD basis set).

```
99
Properties=species:S:1:pos:R:3:lowdin_charge:R:1
Pt 0.163 -0.610 -0.784 1.074
C 2.425 4.147 3.433 -0.052
C 1.922 2.890 2.793 -0.274
C 0.779 2.270 3.269 -0.042
C 0.374 1.071 2.736 -0.041
C 1.057 0.457 1.672 -0.281
N 0.566 -0.751 1.200 -0.107
C 0.578 -1.841 1.997 -0.200
C 1.376 -1.801 3.170 -0.020
C 1.463 -2.850 4.043 -0.056
C 0.773 -4.032 3.802 -0.286
C 0.873 -5.175 4.767 -0.069
C 0.012 -4.108 2.647 -0.010
C -0.117 -3.052 1.749 -0.055
C -1.055 -3.299 0.556 -0.400
O -1.161 -2.428 -0.447 -0.227
C -0.683 -4.701 -0.069 -0.541
F 0.620 -4.996 0.049 0.140
F -1.342 -5.757 0.461 0.121
F -0.950 -4.748 -1.379 0.130
C -2.509 -3.415 1.132 -0.547
F -2.699 -4.193 2.220 0.122
F -3.375 -3.877 0.219 0.143
F -2.944 -2.201 1.493 0.146
C 2.194 1.115 1.153 -0.070
C 2.616 2.296 1.746 0.004
C 3.052 0.444 0.068 -0.389
O 2.503 -0.551 -0.617 -0.198
C 3.610 1.421 -1.037 -0.538
F 4.019 2.662 -0.694 0.114
F 4.664 0.873 -1.665 0.144
F 2.686 1.613 -1.987 0.118
C 4.337 -0.077 0.816 -0.532
F 5.235 0.907 1.060 0.129
F 4.999 -1.013 0.134 0.156
F 4.058 -0.604 2.018 0.152
H 1.861 4.362 4.340 0.071
H 3.477 4.045 3.695 0.078
H 2.328 4.990 2.751 0.066
H 0.226 2.719 4.082 0.109
H -0.463 0.545 3.168 0.114
H 1.944 -0.907 3.368 0.101
H 2.092 -2.764 4.918 0.106
H 0.966 -4.790 5.782 0.067
H -0.003 -5.814 4.704 0.069
H 1.755 -5.784 4.558 0.073
H -0.496 -5.040 2.453 0.113
H 3.532 2.765 1.427 0.118
C 2.822 -1.352 -3.773 -0.057
C 1.768 -2.428 -3.538 -0.367
C 2.035 -3.158 -2.228 -0.064
C 0.321 -1.894 -3.544 -0.256
C -0.204 -1.676 -4.977 -0.095
O -0.970 -0.493 -4.904 -0.004
C -0.736 0.079 -3.680 -0.265
N 0.055 -0.602 -2.898 0.016
C -1.461 1.306 -3.504 -0.106
C -1.859 1.981 -4.681 -0.013
C -2.700 3.060 -4.655 -0.068
C -3.232 3.500 -3.441 -0.054
C -2.840 2.879 -2.275 -0.086
C -1.949 1.806 -2.272 -0.265
P -1.449 1.176 -0.650 1.026
C -0.871 2.773 0.035 -0.327
C 0.347 3.231 -0.467 -0.091
C 0.815 4.493 -0.164 -0.070
C 0.063 5.333 0.646 -0.095
C -1.144 4.888 1.157 -0.085
C -1.612 3.623 0.856 -0.091
C -3.033 0.952 0.206 -0.341
C -3.041 0.989 1.598 -0.110
C -4.225 0.895 2.298 -0.075
C -5.419 0.742 1.612 -0.088
C -5.411 0.629 0.232 -0.081
C -4.224 0.714 -0.472 -0.080
H 3.787 -1.815 -3.985 0.083
H 2.913 -0.761 -2.868 0.046
H 2.570 -0.703 -4.611 0.073
H 1.816 -3.149 -4.369 0.135
H 1.796 -2.503 -1.390 0.043
H 3.081 -3.435 -2.144 0.087
H 1.420 -4.050 -2.165 0.065
H -0.304 -2.633 -3.020 0.142
H -0.838 -2.493 -5.332 0.133
H 0.613 -1.517 -5.696 0.126
H -1.471 1.628 -5.622 0.116
H -2.955 3.571 -5.572 0.103
H -3.928 4.325 -3.415 0.104
H -3.233 3.229 -1.331 0.109
H 0.905 2.577 -1.119 0.085
H 1.767 4.828 -0.552 0.109
H 0.411 6.333 0.862 0.098
H -1.733 5.538 1.790 0.099
H -2.564 3.307 1.256 0.095
H -2.105 1.114 2.118 0.083
H -4.225 0.958 3.377 0.106
H -6.353 0.700 2.153 0.097
H -6.340 0.488 -0.302 0.100
H -4.217 0.613 -1.548 0.108
```

- Charge: -1

Entry from OMol25: a molecular structure, C44H36F5N4NiP2S (ωB97M-V with the def2-TZVPD basis set).

```
93
Properties=species:S:1:pos:R:3:mulliken_spin:R:1
Ni 11.853 15.080 9.457 1.593
C 13.349 18.027 7.390 0.020
C 14.409 17.072 7.975 -0.059
P 15.272 17.732 9.292 0.003
C 15.993 16.340 10.087 0.010
C 15.455 15.023 9.999 -0.025
C 16.159 13.976 10.598 -0.002
C 17.387 14.186 11.302 0.000
C 17.797 15.442 11.507 0.000
C 17.116 16.506 10.905 0.001
C 16.645 18.468 8.412 0.000
C 17.788 17.971 7.785 0.000
C 18.757 18.799 7.254 0.000
C 18.634 20.252 7.269 0.000
C 17.439 20.689 7.708 0.000
C 16.506 19.875 8.329 0.000
C 12.148 17.429 6.659 0.005
P 11.108 16.760 7.943 0.035
C 10.415 18.372 8.736 0.022
C 10.776 18.947 10.015 -0.005
C 10.248 20.236 10.260 0.001
C 9.404 20.927 9.300 0.000
C 9.263 20.347 7.995 0.000
C 9.714 19.086 7.789 -0.001
C 9.650 16.129 7.177 0.000
C 8.718 15.576 8.019 0.012
C 7.590 14.987 7.559 -0.003
C 7.239 14.980 6.215 0.006
C 8.126 15.693 5.356 -0.002
C 9.333 16.233 5.819 0.008
H 13.873 18.663 6.684 0.002
H 12.988 18.747 8.185 -0.006
H 15.235 16.857 7.295 0.000
H 14.072 16.021 8.218 0.039
H 14.506 14.784 9.365 0.009
H 15.872 12.890 10.510 0.000
H 17.981 13.323 11.632 0.000
H 18.631 15.590 12.087 0.000
H 17.453 17.563 11.024 0.000
H 18.023 16.914 7.762 0.000
H 19.554 18.243 6.812 0.000
H 19.352 20.867 6.805 0.000
H 17.294 21.796 7.747 0.000
H 15.814 20.466 8.908 0.000
H 12.596 16.552 6.100 -0.004
H 11.796 18.194 5.865 0.004
H 11.265 18.302 10.659 0.008
H 10.679 20.855 11.120 0.000
H 9.066 21.905 9.561 0.000
H 8.807 20.904 7.144 0.000
H 9.756 18.752 6.783 0.003
H 9.072 15.540 9.057 0.015
H 6.932 14.498 8.259 0.000
H 6.363 14.469 5.827 0.000
H 7.921 15.742 4.296 0.000
H 10.029 16.658 5.108 0.000
N 9.004 17.093 13.485 0.000
C 10.217 16.660 13.115 0.003
C 10.563 16.105 11.825 0.005
N 11.836 15.954 11.376 0.038
C 12.805 16.214 12.334 0.000
C 12.461 16.598 13.609 -0.001
N 11.225 16.778 13.990 0.000
H 8.257 16.796 12.902 0.000
H 8.827 17.341 14.438 0.000
H 9.842 15.924 11.009 -0.018
H 13.908 16.256 12.052 0.004
H 13.191 16.741 14.386 0.000
N 14.305 18.762 10.197 0.003
C 15.156 19.189 11.198 -0.001
C 14.503 20.423 11.815 0.000
C 15.178 21.058 12.831 0.000
C 14.752 22.249 13.453 0.000
C 13.519 22.737 13.147 0.000
C 12.748 22.143 12.110 0.000
C 13.289 21.026 11.395 0.000
H 16.184 20.645 12.921 0.000
H 15.351 22.716 14.207 0.000
H 13.093 23.672 13.646 0.000
H 11.896 22.694 11.816 0.000
H 12.722 20.783 10.504 0.000
F 15.395 9.480 10.774 0.002
C 14.722 10.396 10.039 0.022
C 13.647 11.107 10.607 0.003
F 13.213 10.721 11.820 -0.001
C 13.056 12.107 9.902 0.012
F 12.039 12.790 10.466 0.009
C 13.541 12.471 8.601 -0.006
S 12.759 13.840 7.795 0.226
C 14.654 11.783 8.129 0.016
F 15.267 12.095 6.923 0.000
C 15.241 10.757 8.847 -0.002
F 16.383 10.167 8.432 0.000
```

- Spin multiplicity: 3
- <S²>: 2.011
- Charge: +1

Entry from OMol25: a molecular structure, C44H36IrN3O5Te (ωB97M-V with the def2-TZVPD basis set).

```
90
Properties=species:S:1:pos:R:3:mulliken_spin:R:1
Ir 0.226 0.073 -0.106 0.062
C 1.100 -1.963 -3.475 -0.006
O 1.822 -3.094 -3.034 0.008
C 2.057 -3.347 -1.738 0.032
C 2.992 -4.332 -1.462 -0.021
C 3.386 -4.593 -0.156 0.043
C 2.911 -3.828 0.889 -0.033
C 1.951 -2.825 0.686 0.027
C 1.605 -1.962 1.744 -0.003
N 0.731 -0.964 1.695 0.057
N 0.515 -0.234 2.758 0.069
C 0.135 1.024 2.566 0.004
O 0.223 1.583 1.417 0.038
C -0.389 1.766 3.703 -0.004
C -0.770 3.100 3.540 0.002
C -1.246 3.812 4.621 -0.001
C -1.353 3.204 5.864 0.004
C -0.982 1.876 6.026 -0.002
C -0.502 1.154 4.952 0.007
C 1.411 -2.649 -0.651 0.030
O 0.409 -1.901 -0.888 0.068
H 1.386 -1.823 -4.519 0.001
H 1.346 -1.064 -2.905 0.001
H 0.023 -2.143 -3.416 0.001
H 3.428 -4.858 -2.296 0.000
H 4.116 -5.366 0.019 0.001
H 3.278 -4.000 1.888 0.000
H 2.201 -2.043 2.651 0.002
H -0.671 3.561 2.568 -0.001
H -1.524 4.846 4.501 0.000
H -1.708 3.772 6.710 0.000
H -1.060 1.405 6.993 0.000
H -0.191 0.126 5.058 0.001
C 3.271 6.036 -2.134 -0.020
C 2.905 4.648 -1.734 0.153
C 3.664 3.942 -0.797 0.015
C 3.372 2.645 -0.441 0.049
C 4.073 2.126 0.768 -0.008
O 4.364 2.928 1.634 0.026
C 4.393 0.696 0.940 -0.013
C 4.721 -0.148 -0.117 0.012
C 5.166 -1.431 0.144 -0.002
C 5.293 -1.877 1.449 0.000
C 4.945 -1.048 2.505 -0.001
C 4.503 0.234 2.252 0.002
C 2.297 1.936 -1.088 0.142
O 2.176 0.682 -1.011 0.169
C 1.383 2.748 -1.875 0.050
C 1.747 4.055 -2.209 -0.006
C 0.091 2.263 -2.288 -0.009
N -0.541 1.260 -1.755 0.073
C -1.885 0.959 -2.223 -0.013
C -2.330 -0.465 -1.938 0.000
Te -2.434 -0.968 0.182 -0.029
C -3.645 0.729 0.697 -0.002
C -3.082 1.991 0.838 -0.001
C -3.889 3.076 1.145 0.001
C -5.247 2.899 1.353 0.000
C -5.802 1.636 1.232 0.000
C -5.009 0.552 0.898 0.004
C -0.519 3.008 -3.420 -0.015
C -1.610 3.853 -3.251 -0.005
C -2.149 4.503 -4.346 0.000
C -1.602 4.312 -5.604 -0.001
C -0.503 3.483 -5.773 -0.001
C 0.038 2.830 -4.682 0.001
H 4.159 6.374 -1.608 -0.001
H 2.451 6.720 -1.919 0.013
H 3.464 6.076 -3.206 0.016
H 4.488 4.439 -0.306 0.004
H 4.660 0.207 -1.132 0.001
H 5.432 -2.084 -0.673 0.000
H 5.686 -2.862 1.643 0.000
H 5.043 -1.388 3.525 0.000
H 4.255 0.911 3.056 0.000
H 1.085 4.644 -2.826 -0.001
H -1.944 1.122 -3.309 0.004
H -2.596 1.643 -1.738 0.008
H -1.633 -1.185 -2.359 0.001
H -3.318 -0.621 -2.369 0.001
H -2.015 2.133 0.716 -0.002
H -3.456 4.063 1.227 0.000
H -5.871 3.744 1.603 0.000
H -6.858 1.497 1.396 0.000
H -5.445 -0.430 0.788 0.001
H -2.014 4.020 -2.264 0.001
H -2.997 5.158 -4.211 0.000
H -2.033 4.809 -6.457 0.000
H -0.061 3.348 -6.749 0.000
H 0.891 2.178 -4.798 -0.001
```

- Spin multiplicity: 2
- <S²>: 0.807
- Charge: +1

Entry from OMol25: a molecular structure, C44H36N5O2S4Ti (ωB97M-V with the def2-TZVPD basis set).

```
92
Properties=species:S:1:pos:R:3:lowdin_charge:R:1
Ti -0.461 -1.630 -0.115 0.731
C -4.100 -1.703 2.459 -0.044
C -3.661 -1.821 3.776 -0.042
C -2.310 -1.873 4.016 0.011
C -1.409 -1.833 2.940 -0.302
N -1.840 -1.808 1.669 -0.012
C -3.167 -1.711 1.451 -0.162
N -0.078 -1.749 3.270 0.191
C 0.882 -2.023 2.475 -0.276
N 0.860 -2.492 1.157 0.034
C 2.183 -2.767 0.808 -0.281
N 2.651 -3.301 -0.251 0.177
C 1.886 -3.641 -1.349 -0.321
C 2.409 -4.640 -2.184 0.006
C 1.793 -4.911 -3.380 -0.039
C 0.679 -4.157 -3.743 -0.035
C 0.201 -3.222 -2.858 -0.181
N 0.767 -2.975 -1.659 -0.013
C 3.080 -2.350 1.902 -0.102
C 4.459 -2.376 2.012 0.003
C 5.006 -1.896 3.195 -0.059
C 4.192 -1.423 4.228 -0.065
C 2.809 -1.415 4.111 -0.003
C 2.278 -1.882 2.921 -0.108
H -5.149 -1.620 2.212 0.114
H -4.366 -1.850 4.596 0.116
H -1.899 -1.926 5.012 0.118
H -3.477 -1.631 0.420 0.081
H 3.300 -5.157 -1.859 0.118
H 2.180 -5.679 -4.037 0.116
H 0.180 -4.298 -4.691 0.115
H -0.668 -2.630 -3.100 0.066
H 5.076 -2.765 1.213 0.117
H 6.079 -1.897 3.328 0.108
H 4.655 -1.066 5.140 0.109
H 2.166 -1.061 4.905 0.121
S -1.998 -3.359 -0.794 0.766
C -3.072 -2.694 -2.003 -0.656
C -4.128 -3.464 -2.498 -0.107
C -4.963 -2.955 -3.474 -0.083
C -4.759 -1.669 -3.972 -0.086
C -3.720 -0.898 -3.489 -0.113
C -2.873 -1.402 -2.500 -0.656
S -1.561 -0.425 -1.867 0.723
H -4.282 -4.463 -2.109 0.106
H -5.776 -3.559 -3.851 0.106
H -5.415 -1.272 -4.735 0.105
H -3.555 0.104 -3.865 0.102
O -0.527 0.148 0.936 -0.613
S -0.213 1.566 0.463 1.079
C 0.672 2.223 1.862 -0.329
C 0.164 3.179 2.727 -0.047
C 0.935 3.583 3.808 -0.055
C 2.188 3.027 4.019 -0.057
C 2.684 2.061 3.152 -0.060
C 1.928 1.660 2.064 -0.077
C -1.771 2.403 0.553 -0.397
C -2.781 1.933 1.377 -0.054
C -3.989 2.612 1.398 -0.049
C -4.166 3.744 0.613 -0.057
C -3.145 4.200 -0.210 -0.057
C -1.937 3.520 -0.253 -0.065
H -0.815 3.610 2.560 0.112
H 0.551 4.330 4.489 0.113
H 2.781 3.346 4.866 0.112
H 3.655 1.616 3.325 0.109
H 2.286 0.883 1.396 0.104
H -2.621 1.046 1.977 0.110
H -4.794 2.258 2.028 0.113
H -5.112 4.270 0.636 0.112
H -3.296 5.073 -0.830 0.112
H -1.138 3.839 -0.913 0.104
C 1.042 5.791 -2.754 -0.037
C 1.277 4.313 -2.631 -0.267
C 0.582 3.405 -3.421 -0.025
C 0.793 2.038 -3.290 -0.080
C 1.716 1.576 -2.367 -0.407
C 2.424 2.470 -1.568 -0.081
C 2.202 3.825 -1.703 -0.024
S 1.811 -0.186 -2.159 0.986
C 3.574 -0.437 -2.009 -0.192
O 1.293 -0.456 -0.746 -0.654
H 0.383 6.022 -3.589 0.081
H 1.983 6.323 -2.903 0.090
H 0.590 6.186 -1.843 0.087
H -0.136 3.766 -4.147 0.121
H 0.227 1.334 -3.888 0.104
H 3.130 2.113 -0.830 0.107
H 2.750 4.523 -1.081 0.126
H 3.974 0.146 -1.182 0.059
H 4.040 -0.147 -2.950 0.076
H 3.721 -1.498 -1.816 0.047
```

- Charge: +1

Entry from OMol25: a molecular structure, C44H37BrN2P2S2SeTc (ωB97M-V with the def2-TZVPD basis set).

```
90
Properties=species:S:1:pos:R:3:mulliken_spin:R:1
Tc -0.293 2.248 -0.236 0.486
S 2.885 0.048 -0.141 0.024
P 1.180 -0.895 -0.408 -0.014
C -0.232 0.152 -0.128 0.134
P -1.525 -0.207 1.020 0.029
S -1.883 1.638 1.752 -0.004
C -1.377 -1.466 2.338 0.020
C -1.047 -1.124 3.642 -0.003
C -0.977 -2.110 4.611 0.000
C -1.248 -3.427 4.281 0.000
C -1.594 -3.766 2.982 0.001
C -1.669 -2.787 2.011 -0.004
C -3.168 -0.757 0.394 0.017
C -3.454 -1.315 -0.841 -0.005
C -4.755 -1.698 -1.132 0.004
C -5.764 -1.519 -0.202 0.000
C -5.477 -0.962 1.035 0.000
C -4.182 -0.590 1.333 0.001
C 1.100 -1.560 -2.106 0.012
C -0.061 -1.482 -2.855 0.002
C -0.127 -2.085 -4.097 0.004
C 0.981 -2.745 -4.601 0.000
C 2.157 -2.791 -3.869 0.000
C 2.218 -2.204 -2.620 0.003
C 1.226 -2.440 0.559 0.014
C 0.562 -3.576 0.114 -0.006
C 0.691 -4.759 0.817 0.002
C 1.449 -4.804 1.976 -0.001
C 2.108 -3.671 2.420 0.001
C 2.020 -2.497 1.697 -0.004
H -0.867 -0.090 3.902 -0.001
H -0.721 -1.848 5.628 0.000
H -1.196 -4.194 5.039 0.000
H -1.817 -4.793 2.726 0.000
H -1.963 -3.038 1.000 -0.005
H -2.670 -1.468 -1.568 -0.007
H -4.978 -2.138 -2.094 0.000
H -6.775 -1.817 -0.435 0.000
H -6.259 -0.819 1.767 0.000
H -3.943 -0.163 2.300 0.001
H -0.901 -0.934 -2.452 0.003
H -1.043 -2.045 -4.670 0.000
H 0.931 -3.216 -5.572 0.000
H 3.024 -3.295 -4.270 0.000
H 3.129 -2.229 -2.039 0.001
H -0.031 -3.532 -0.789 -0.003
H 0.200 -5.652 0.459 0.000
H 1.534 -5.729 2.526 0.000
H 2.709 -3.708 3.317 0.000
H 2.596 -1.626 1.975 0.004
Br 4.155 -0.332 5.737 0.000
C 3.238 0.657 4.397 0.001
C 2.147 0.078 3.772 0.004
C 1.482 0.790 2.798 0.020
C 1.837 2.102 2.497 -0.016
C 2.954 2.660 3.130 0.006
C 3.668 1.930 4.058 -0.001
N 1.051 2.827 1.615 0.030
C 0.785 4.057 1.917 -0.024
C 0.083 4.905 1.014 -0.008
C 0.014 6.285 1.247 -0.008
C -0.512 7.110 0.282 0.003
C -0.952 6.528 -0.909 -0.014
C -0.873 5.160 -1.060 0.018
N -0.401 4.340 -0.120 0.026
H 1.812 -0.911 4.049 0.000
H 0.656 0.340 2.265 -0.016
H 3.278 3.656 2.864 0.000
H 4.542 2.350 4.535 0.000
H 1.115 4.494 2.860 -0.001
H 0.409 6.672 2.175 0.000
H -0.561 8.178 0.427 0.000
H -1.338 7.130 -1.714 0.000
H -1.188 4.689 -1.980 0.002
C -2.023 2.158 -1.561 0.020
H -1.826 2.295 -2.626 -0.004
H -2.703 2.967 -1.272 0.006
H -2.607 1.235 -1.475 -0.002
Se 1.541 2.543 -1.817 0.247
C 1.627 1.531 -3.456 -0.002
C 2.869 1.064 -3.873 0.012
C 2.992 0.424 -5.091 -0.006
C 1.890 0.275 -5.914 0.014
C 0.647 0.708 -5.483 -0.003
C 0.511 1.330 -4.256 -0.004
H 3.720 1.194 -3.223 -0.001
H 3.952 0.041 -5.402 0.000
H 1.996 -0.183 -6.886 0.001
H -0.224 0.560 -6.106 0.000
H -0.460 1.650 -3.911 -0.004
```

- Spin multiplicity: 2
- <S²>: 1.062
- Charge: 0

Number 1: E_tot -100484.3613 eV. Number 2: E_tot -136204.3508 eV. Number 3: E_tot -71043.9941 eV. Number 4: E_tot -124213.3214 eV. Number 5: E_tot -227044.1879 eV.